(1)
ORCA calculation (the ωB97M-V functional and the def2-TZVPD basis) on the molecule C3H4O2S at a distorted geometry.

Geometry as XYZ:
```
10
Properties=species:S:1:pos:R:3:forces:R:3
C 1.42669 0.27534 0.59896 0.2349 -1.9180 -0.7240
C 0.13583 -0.18353 0.02432 -1.4912 -0.2388 -0.8615
C -0.42497 -0.72216 -1.08686 0.2301 1.0406 3.0844
S -1.58080 -0.02321 -0.06734 -1.5450 5.9983 -0.2613
O -2.11380 1.43595 -0.50486 2.0160 -5.5361 1.3301
O -2.41156 -0.72635 0.88040 0.1994 -0.3178 -0.7188
H 1.17731 1.13560 1.17731 0.3712 0.7079 0.4951
H 1.97161 0.53129 -0.35635 0.2905 -0.2029 1.5404
H 1.90229 -0.55702 1.27187 -0.6757 1.6670 -1.4820
H -0.08259 -1.16594 -1.93746 0.3698 -1.2003 -2.4025
```
Positions in Å, forces in eV/Å.

Values from the calculation:
gap between HOMO and LUMO = 10.46 eV
relative energy (zero: lowest compared OMol25 entry of this formula, charge and spin) = 101.99 kcal per mole
net charge = 0
M = 104.13 g/mol
lowest unoccupied orbital energy = 0.0101 Eh
HOMO level = -10.2 eV


(2)
ORCA calculation (the ωB97M-V functional and the def2-TZVPD basis) on a structure of composition C3H4O2S2 at a distorted geometry.

Geometry as XYZ:
```
11
Properties=species:S:1:pos:R:3:forces:R:3
C -2.65210 1.37038 -0.03311 0.7618 -1.1614 0.2498
C 0.26134 0.32024 0.59045 -1.2169 -1.2300 -1.2775
C 2.60277 -0.68376 -0.10805 -2.2096 -3.0638 0.6661
O -3.42235 0.90011 -0.78009 -0.5834 0.4417 -0.6734
O -1.92673 -1.08256 -0.14692 -0.8027 -2.3546 -1.2372
S -1.51857 0.02366 0.67325 1.4415 1.2632 1.5120
S 0.77157 -1.10336 -0.25988 0.7456 1.7973 1.3926
H -2.69727 2.29666 0.48200 0.1124 1.3170 0.3701
H 3.15858 -1.52677 0.29538 -0.2323 0.3148 1.2005
H 2.48865 0.23446 0.34951 0.9622 1.7447 1.0160
H 2.93412 -0.74906 -1.06256 1.0215 0.9310 -3.2191
```
Positions in Å, forces in eV/Å.

Values from the calculation:
gap between HOMO and LUMO = 8.12 eV
relative energy (zero: lowest compared OMol25 entry of this formula, charge and spin) = 114.38 kcal per mole
net charge = 0
M = 136.20 g/mol
lowest unoccupied orbital energy = -0.0316 Eh
HOMO level = -9.0 eV


(3)
ORCA calculation (the ωB97M-V functional and the def2-TZVPD basis) on a structure of composition C3H4O2S2 at a distorted geometry.

Geometry as XYZ:
```
11
Properties=species:S:1:pos:R:3:forces:R:3
C 1.65524 3.31038 -2.02888 -1.3126 -1.2471 0.0098
C 0.73863 1.12837 -0.03331 0.1739 1.4332 -0.8625
C -0.97602 -0.69037 0.75438 1.8583 -0.6805 1.2105
O 1.08406 4.15187 -2.64201 1.0441 -0.8804 1.1077
O 0.11752 3.72612 0.36771 0.5062 0.3505 -0.3720
S 1.25701 2.89116 -0.11522 -1.0999 -0.1954 0.4503
S -0.76191 1.12497 0.70655 1.2523 -0.7792 -0.6947
H 2.39266 2.53126 -2.35864 -0.1086 0.8694 -0.1149
H -1.29154 -0.89817 1.81521 -1.2005 -0.2788 -1.6215
H -0.00763 -1.22388 0.82168 0.2701 1.0422 -0.0434
H -1.26520 -1.13646 -0.21326 -1.3833 0.3661 0.9307
```
Positions in Å, forces in eV/Å.

Values from the calculation:
gap between HOMO and LUMO = 8.01 eV
relative energy (zero: lowest compared OMol25 entry of this formula, charge and spin) = 111.05 kcal per mole
net charge = 0
M = 136.20 g/mol
lowest unoccupied orbital energy = -0.0348 Eh
HOMO level = -9.0 eV